C12H21AlCl3GeNO7P2 | ωB97M-V with the def2-TZVPD basis set

The value obtained for the frontier orbital gap (alpha / beta) is 8.5 / 8.0 eV. Its maximum force is 0.0160 Eh/bohr. Its HOMO energy (alpha / beta) is -0.315 / -0.280 Ha. Its net charge is 0.

Element x y z (Å)
Al (0.412, -0.352, -0.775)
Cl (-3.496, -5.243, 1.583)
C (-2.534, -4.203, 0.576)
C (-2.124, -2.976, 1.087)
C (-1.365, -2.161, 0.278)
Cl (2.119, -0.402, 0.529)
C (-0.984, -2.547, -1.013)
O (-0.217, -1.705, -1.710)
C (-1.413, -3.777, -1.484)
Cl (-0.952, -4.269, -3.075)
C (-2.195, -4.612, -0.695)
H (-2.406, -2.698, 2.089)
H (-2.520, -5.570, -1.075)
N (3.376, 2.651, -0.928)
C (2.355, 2.045, -1.614)
C (2.532, 1.502, -4.435)
P (0.715, 2.601, -1.227)
O (0.063, 3.159, -2.589)
O (0.773, 3.636, -0.177)
O (-0.132, 1.326, -0.969)
P (2.831, 0.822, -2.802)
O (1.582, -0.213, -2.531)
O (4.183, 0.279, -2.621)
O (-0.874, -0.912, 0.630)
H (3.124, 3.298, -0.195)
H (4.281, 2.207, -0.912)
H (5.061, -0.314, 2.441)
H (1.496, 1.825, -4.524)
H (2.773, 0.783, -5.218)
H (3.189, 2.366, -4.534)
H (-0.035, 4.117, -2.542)
H (1.608, -1.079, -2.966)
C (-0.109, -1.322, 3.514)
Ge (-1.119, -0.136, 2.362)
C (-3.052, -0.122, 2.603)
C (-1.485, 2.678, 1.703)
C (-0.472, 1.691, 2.282)
H (-0.574, -2.299, 3.629)
H (-0.015, -0.862, 4.499)
H (0.887, -1.447, 3.091)
H (-3.293, 0.659, 3.325)
H (-3.461, -1.061, 2.966)
H (-3.536, 0.133, 1.660)
H (-1.780, 2.403, 0.690)
H (-1.047, 3.673, 1.647)
H (-2.385, 2.726, 2.317)
H (0.487, 1.762, 1.779)
H (-0.273, 1.938, 3.332)

Force components x, y, z for each atom (eV/Å):
0.06 0.56 0.20
-0.01 0.00 0.00
0.00 0.03 0.04
-0.04 -0.06 -0.04
0.08 0.14 0.07
0.02 -0.23 0.04
-0.07 -0.05 -0.02
-0.02 -0.15 0.10
-0.03 0.01 0.03
0.00 -0.01 -0.02
0.02 -0.04 -0.04
0.01 0.03 0.03
0.00 0.00 0.00
-0.20 -0.10 -0.27
0.48 0.18 0.01
-0.12 -0.22 -0.01
-0.22 0.07 0.01
-0.02 -0.05 -0.01
0.09 -0.08 -0.05
0.15 -0.33 -0.08
0.02 0.79 0.23
-0.12 -0.17 0.00
0.05 -0.15 0.02
-0.06 0.01 -0.23
-0.01 -0.03 0.05
0.01 -0.03 0.03
0.02 0.00 0.01
-0.03 0.04 -0.01
0.00 -0.02 0.05
0.01 -0.02 -0.01
0.04 0.01 0.00
-0.04 -0.02 -0.07
0.01 0.03 -0.01
-0.03 -0.03 -0.04
0.04 -0.01 0.00
-0.07 -0.02 0.01
-0.09 0.02 0.12
-0.02 0.00 -0.02
0.00 -0.01 0.00
0.01 0.00 0.01
0.00 0.00 -0.01
0.01 -0.01 0.01
0.00 0.00 0.00
0.01 0.00 0.03
-0.02 0.00 0.00
-0.01 0.01 0.00
0.08 -0.07 -0.14
0.02 -0.02 -0.01

Atom-resolved charges from Löwdin, all expressed in e: Al -0.34; Cl 0.67; C -0.66; C -0.05; C -0.21; Cl 0.40; C -0.30; O -0.03; C -0.58; Cl 0.72; C -0.13; H 0.08; H 0.11; N 0.08; C -0.42; C -0.14; P 0.37; O -0.12; O -0.27; O -0.20; P 0.52; O -0.16; O -0.28; O -0.20; H 0.09; H 0.10; H 0.04; H 0.05; H 0.06; H 0.07; H 0.08; H 0.13; C -0.17; Ge 0.92; C -0.18; C -0.17; C -0.32; H 0.02; H 0.03; H 0.01; H 0.03; H 0.02; H 0.04; H 0.06; H 0.07; H 0.06; H 0.03; H 0.08